Computed, not measured: a molecular structure, C2H5N3OS2, with the ωB97M-V functional and the def2-TZVPD basis.

## Properties
- Kohn-Sham gap (eV) = 8.0
- net charge = 0
- LUMO energy (eV) = -0.65
- relative energy (zero: lowest compared OMol25 entry of this formula, charge and spin) (eV) = 5.389

Atoms and positions in Å:
C1 -1.07 -0.19 0.13
C2 1.75 -0.60 0.15
H1 -0.99 2.49 -0.60
H2 -1.71 2.47 1.03
H3 -3.11 0.29 -0.64
H4 1.27 -1.60 -0.08
H5 -2.62 -2.69 -0.14
N1 -1.94 2.14 -0.02
N2 -2.29 0.66 -0.07
N3 -1.24 -1.50 0.02
O1 -2.57 -1.67 0.00
S1 0.61 0.63 0.01
S2 3.25 -0.12 -0.06


Computed, not measured: a single C15H23N5O3 molecule, with the ωB97M-V functional and the def2-TZVPD basis.

## Properties
- SMILES = [H]/N=C(\N)NCCC[C@H](NC(=O)[C@@H](N)Cc1ccccc1)C(=O)O
- Kohn-Sham gap (eV) = 9.1
- net charge = 0
- LUMO energy (eV) = 0.40
- relative energy (zero: lowest compared OMol25 entry of this formula, charge and spin) (eV) = 4.714

Atoms and positions in Å:
H1 5.59 -2.17 -0.51
N1 5.12 -1.26 -0.71
C1 3.98 -1.72 -1.07
N2 3.48 -2.97 -0.96
N3 3.10 -0.86 -1.63
C2 3.60 0.38 -2.20
C3 2.58 1.49 -1.97
C4 2.17 1.43 -0.47
C5 0.70 1.96 -0.42
N4 -0.17 1.12 -1.04
C6 -1.25 0.45 -0.44
O1 -1.42 -0.71 -0.86
C7 -2.21 1.00 0.45
N5 -2.45 2.35 0.04
C8 -3.47 0.10 0.51
C9 -3.18 -1.14 1.41
C10 -2.90 -2.38 0.99
C11 -3.20 -3.53 1.84
C12 -3.39 -3.40 3.23
C13 -3.12 -2.12 3.70
C14 -3.01 -0.99 2.85
C15 0.75 3.38 -0.84
O2 1.63 4.21 -0.69
O3 -0.29 3.81 -1.61
H2 3.68 -3.38 -0.06
H3 2.45 -3.05 -0.83
H4 2.24 -1.36 -2.02
H5 4.39 0.63 -1.42
H6 3.96 0.32 -3.21
H7 2.95 2.46 -2.31
H8 1.67 1.36 -2.50
H9 2.83 1.92 0.19
H10 2.23 0.41 0.06
H11 0.35 2.03 0.68
H12 0.02 1.05 -2.04
H13 -1.65 1.03 1.49
H14 -1.57 2.79 -0.25
H15 -2.95 2.93 0.72
H16 -3.73 -0.16 -0.56
H17 -4.30 0.79 0.85
H18 -2.38 -2.40 -0.03
H19 -3.23 -4.50 1.37
H20 -3.44 -4.18 3.91
H21 -3.12 -1.95 4.76
H22 -2.96 0.03 3.23
H23 -0.07 4.78 -1.61


Computed, not measured: a single C2H4N4O2 molecule, with the ωB97M-V functional and the def2-TZVPD basis.

## Properties
- SMILES = C/N=c1\nnon1O
- Kohn-Sham gap (eV) = 9.1
- net charge = 0
- LUMO energy (eV) = -0.68
- relative energy (zero: lowest compared OMol25 entry of this formula, charge and spin) (eV) = 6.758

Atoms and positions in Å:
C1 -2.63 -0.08 0.16
N1 -1.38 0.76 0.07
C2 -0.45 0.01 -0.21
N2 -0.16 -1.40 -0.27
N3 1.08 -1.53 0.13
O1 1.79 -0.29 0.37
N4 0.91 0.44 -0.39
O2 1.18 1.68 -0.06
H1 -2.50 -1.25 0.01
H2 -3.22 0.31 1.09
H3 -3.13 0.42 -0.74
H4 0.47 1.89 0.68


Computed, not measured: 3 unconnected molecules or ions with the total composition C26H52ClFNO10PS2, with the ωB97M-V functional and the def2-TZVPD basis.

## Properties
- SMILES = CCCO[C@@](S)(CCF)O[C@](OCC)(OC[C@@H](C)CC(C)C)[C@H](Cl)N(CCC(=O)O)P(O)(O)=S.CC(C)=O.CC(C)=O
- Kohn-Sham gap (eV) = 9.0
- net charge = 0
- LUMO energy (eV) = -0.08

Atoms and positions in Å:
C1 -3.42 -0.02 4.42
C2 -2.94 0.45 2.89
C3 -2.07 1.87 3.08
O1 -2.43 2.86 2.10
C4 -1.49 3.24 1.10
S1 -2.13 4.96 0.51
C5 0.04 3.66 1.65
C6 0.11 4.45 3.05
F1 -1.11 5.07 3.58
O2 -1.30 2.53 -0.12
C7 -2.05 1.41 -0.51
O3 -3.47 1.29 -0.18
C8 -4.30 2.41 -0.58
C9 -5.28 3.00 0.65
O4 -1.50 0.05 -0.22
C10 -0.31 0.01 0.57
C11 1.13 -0.09 -0.27
C12 1.89 1.35 -0.45
C13 2.07 -1.17 0.57
C14 3.64 -1.23 0.11
C15 3.91 -1.19 -1.51
C16 4.60 -0.14 0.94
C17 -2.02 1.39 -2.20
Cl1 -3.18 -0.04 -2.63
N1 -0.64 1.25 -2.77
C18 -0.55 0.39 -4.01
C19 -0.19 -1.19 -3.75
C20 1.30 -1.65 -4.27
O5 1.85 -2.74 -3.67
O6 2.08 -1.04 -5.36
P1 -0.10 2.87 -3.43
O7 -0.68 4.23 -2.53
O8 -0.70 3.12 -5.09
S2 1.85 3.04 -3.51
H1 -4.27 -0.83 4.23
H2 -2.52 -0.54 4.99
H3 -3.91 0.86 5.02
H4 -3.94 0.61 2.29
H5 -2.28 -0.43 2.49
H6 -0.95 1.62 3.23
H7 -2.45 2.28 4.14
H8 -3.04 5.41 1.48
H9 0.78 2.76 1.68
H10 0.46 4.39 0.80
H11 0.50 3.68 3.88
H12 0.96 5.28 2.98
H13 -5.08 1.98 -1.37
H14 -3.76 3.28 -1.15
H15 -6.42 2.80 0.44
H16 -5.14 4.18 0.64
H17 -5.00 2.56 1.70
H18 -0.35 -1.03 1.17
H19 -0.13 0.81 1.39
H20 1.00 -0.54 -1.34
H21 2.79 1.34 -1.22
H22 1.20 2.24 -0.77
H23 2.38 1.64 0.60
H24 1.61 -2.24 0.32
H25 1.93 -1.06 1.75
H26 4.05 -2.29 0.47
H27 4.45 -2.18 -1.88
H28 4.70 -0.32 -1.69
H29 2.98 -0.93 -2.17
H30 4.92 0.78 0.28
H31 3.98 0.19 1.91
H32 5.54 -0.72 1.38
H33 -2.49 2.35 -2.66
H34 0.39 0.81 -4.62
H35 -1.46 0.55 -4.78
H36 -0.43 -1.54 -2.64
H37 -0.97 -1.81 -4.42
H38 2.95 -1.51 -5.51
H39 0.04 4.92 -2.49
H40 -1.70 2.92 -5.00
C21 5.62 -4.96 -1.21
C22 6.29 -4.70 0.12
C23 7.61 -5.37 0.37
O9 5.77 -3.96 0.96
H41 4.67 -4.41 -1.25
H42 6.26 -4.62 -2.02
H43 5.41 -6.03 -1.31
H44 8.34 -5.04 -0.37
H45 7.49 -6.45 0.34
H46 7.97 -5.09 1.37
C24 -4.61 -2.85 1.12
C25 -4.12 -3.35 2.45
C26 -3.16 -4.50 2.45
O10 -4.50 -2.83 3.51
H47 -5.30 -2.01 1.28
H48 -3.76 -2.50 0.52
H49 -5.14 -3.64 0.60
H50 -2.25 -4.23 1.91
H51 -3.63 -5.37 1.99
H52 -2.89 -4.75 3.48


Computed, not measured: a molecular structure, C19H32F4N2PtSi, with the ωB97M-V functional and the def2-TZVPD basis.

## Properties
- Kohn-Sham gap (alpha / beta) (eV) = 6.3 / 6.3
- net charge = +2
- LUMO energy (alpha / beta) (eV) = -9.02 / -9.06
- relative energy (zero: lowest compared OMol25 entry of this formula, charge and spin) (eV) = 0.000

Atoms and positions in Å:
Pt1 0.30 0.52 -0.74
C1 0.71 3.44 0.01
N1 0.05 2.53 -0.96
C2 0.51 2.91 -2.34
C3 -1.43 2.70 -0.83
C4 -2.17 1.68 -1.68
N2 -1.29 0.53 -1.92
C5 -1.84 -0.69 -2.27
C6 -1.10 -1.47 -3.19
F1 0.08 -1.02 -3.60
C7 -1.59 -2.66 -3.68
F2 -0.88 -3.34 -4.56
C8 -2.82 -3.14 -3.25
C9 -3.54 -2.41 -2.32
F3 -4.70 -2.86 -1.88
C10 -3.07 -1.21 -1.83
F4 -3.78 -0.57 -0.91
H1 0.38 4.46 -0.21
H2 1.79 3.38 -0.12
H3 0.42 3.18 1.02
H4 0.25 3.95 -2.51
H5 0.04 2.28 -3.08
H6 1.59 2.80 -2.39
H7 -1.69 3.73 -1.12
H8 -1.67 2.57 0.22
H9 -2.40 2.08 -2.67
H10 -3.12 1.43 -1.20
H11 -3.20 -4.08 -3.63
C11 -0.20 1.13 2.86
Si1 0.63 0.02 1.65
C12 2.52 0.09 1.63
C13 3.03 1.45 1.14
C14 3.21 -1.01 0.82
C15 2.89 -0.07 3.13
C16 -0.20 -1.61 1.31
C17 -1.72 -1.45 1.34
C18 0.31 -2.10 -0.05
C19 0.20 -2.65 2.37
H12 -0.21 0.61 3.83
H13 -1.24 1.34 2.61
H14 0.33 2.07 3.02
H15 2.87 1.59 0.07
H16 4.11 1.51 1.30
H17 2.59 2.29 1.68
H18 2.97 -0.97 -0.24
H19 2.98 -2.01 1.19
H20 4.29 -0.88 0.91
H21 2.47 0.72 3.76
H22 3.97 -0.01 3.22
H23 2.58 -1.04 3.53
H24 -2.08 -0.71 0.62
H25 -2.06 -1.14 2.33
H26 -2.20 -2.40 1.11
H27 0.33 -1.35 -0.92
H28 -0.36 -2.86 -0.47
H29 1.32 -2.48 -0.01
H30 -0.15 -2.37 3.37
H31 1.27 -2.82 2.42
H32 -0.27 -3.61 2.12


Computed, not measured: a single C5H7N2O3P molecule, with the ωB97M-V functional and the def2-TZVPD basis.

## Properties
- SMILES = CC1=C([N+](=O)[O-])CP/C1=N\O
- Kohn-Sham gap (alpha / beta) (eV) = 8.3 / 8.3
- net charge = 0
- LUMO energy (alpha / beta) (eV) = -1.11 / -1.11
- relative energy (zero: lowest compared OMol25 entry of this formula, charge and spin) (eV) = 5.779

Atoms and positions in Å:
C1 0.70 -1.96 0.00
C2 0.49 -0.44 0.04
C3 1.50 0.47 0.01
N1 2.87 0.28 0.18
O1 3.27 -0.89 0.25
O2 3.61 1.24 0.20
C4 0.89 2.15 -0.09
P1 -0.90 1.99 0.10
C5 -0.79 0.14 -0.04
N2 -1.78 -0.60 0.30
O3 -2.99 0.10 0.42
H1 1.08 -2.41 0.98
H2 1.59 -2.32 -0.63
H3 -0.24 -2.37 -0.36
H4 1.45 2.78 0.68
H5 0.90 2.54 -1.19
H6 -1.17 2.22 -1.21
H7 -3.54 -0.52 0.94


Computed, not measured: a molecular structure, C22H24AsN4O4S2Ta, with the ωB97M-V functional and the def2-TZVPD basis.

## Properties
- Kohn-Sham gap (eV) = 6.3
- net charge = +2
- LUMO energy (eV) = -7.53

Atoms and positions in Å:
Ta1 -0.44 -0.19 0.12
N1 1.78 0.36 3.28
C1 1.39 -0.30 2.20
S1 -0.08 -1.29 2.32
N2 2.09 -0.16 1.08
N3 1.55 -0.95 0.08
C2 1.95 -2.10 -0.33
C3 3.19 -2.75 0.04
C4 3.22 -4.12 0.34
C5 4.41 -4.71 0.73
C6 5.57 -3.95 0.80
C7 5.55 -2.59 0.50
C8 4.36 -1.98 0.14
C9 0.88 -2.76 -1.15
C10 1.10 -3.83 -1.98
C11 0.01 -4.41 -2.63
C12 -1.25 -3.90 -2.42
C13 -1.40 -2.78 -1.61
N4 -0.36 -2.21 -0.99
H1 1.26 0.31 4.14
H2 2.63 0.90 3.26
H3 2.32 -4.72 0.31
H4 4.44 -5.76 0.98
H5 6.50 -4.41 1.09
H6 6.46 -2.01 0.56
H7 4.33 -0.92 -0.08
H8 2.10 -4.21 -2.12
H9 0.16 -5.26 -3.29
H10 -2.13 -4.33 -2.89
H11 -2.37 -2.33 -1.45
O1 -2.47 1.13 1.97
S2 -2.50 1.52 0.46
O2 -3.82 1.11 1.30
O3 -0.51 1.64 0.43
O4 -2.34 0.12 -0.37
C14 -0.25 -0.55 -3.88
As1 0.27 0.60 -2.42
C15 -0.59 2.28 -2.82
C16 2.19 0.88 -2.58
C17 2.54 1.54 -3.89
C18 2.59 2.93 -3.99
C19 2.87 3.53 -5.20
C20 3.11 2.75 -6.33
C21 3.07 1.37 -6.24
C22 2.79 0.76 -5.02
H12 0.00 -0.06 -4.81
H13 -1.33 -0.73 -3.85
H14 0.28 -1.50 -3.83
H15 -0.26 2.61 -3.80
H16 -0.32 3.02 -2.07
H17 -1.67 2.14 -2.84
H18 2.66 -0.10 -2.48
H19 2.50 1.48 -1.72
H20 2.42 3.54 -3.11
H21 2.92 4.61 -5.27
H22 3.34 3.23 -7.28
H23 3.27 0.76 -7.11
H24 2.78 -0.32 -4.96


Computed, not measured: a single C2H3N3OS molecule, with the ωB97M-V functional and the def2-TZVPD basis.

## Properties
- SMILES = Cn1onnc1=S
- Kohn-Sham gap (eV) = 8.1
- net charge = 0
- LUMO energy (eV) = -0.80
- relative energy (zero: lowest compared OMol25 entry of this formula, charge and spin) (eV) = 4.524

Atoms and positions in Å:
C1 -0.28 1.48 -0.01
N1 -0.12 -0.10 0.05
O1 -1.35 -0.81 0.22
N2 -1.03 -2.22 0.05
N3 0.27 -2.18 -0.12
C2 0.85 -0.88 -0.09
S1 2.42 -0.75 0.12
H1 -1.17 1.78 -0.68
H2 -0.36 1.81 0.97
H3 0.78 1.88 -0.49